Model A:
Entry from the Open Molecules 2025 dataset: a 2-piece molecular cluster, C6H9ClN2 overall (the ωB97M-V functional and the def2-TZVPD basis).

Structure (XYZ):
```
18
Properties=species:S:1:pos:R:3
C -1.511 -2.958 0.090
C -0.531 -2.100 0.540
C -0.771 -0.670 0.563
C 0.733 0.200 -0.665
C -1.748 1.558 1.011
C 2.834 1.324 -0.710
N -1.661 0.076 1.027
N 1.793 0.536 -0.119
Cl 0.140 0.310 -2.305
H -1.215 -3.904 -0.327
H -2.619 -2.664 -0.096
H 0.498 -2.377 0.663
H -1.687 1.870 2.080
H -2.646 1.959 0.525
H -0.893 2.100 0.604
H 2.527 2.013 -1.588
H 3.582 0.592 -1.154
H 3.173 2.136 -0.138
```

Calculated values
LUMO: 0.527 eV
HOMO: -8.2 eV

Atomic partial charges in e from the Löwdin method, atoms 1 to 4: number 1, C, carries 0.0357; number 2, C, carries -0.1568; number 3, C, carries -0.1894; number 4, C, carries -0.6499

---

Model B:
Entry from the Open Molecules 2025 dataset: one molecule with the formula C6H9ClN2 (the ωB97M-V functional and the def2-TZVPD basis).

Structure (XYZ):
```
18
Properties=species:S:1:pos:R:3
C -1.700 0.395 -0.117
C -0.578 -1.759 -0.351
C 1.165 -0.232 0.263
C -0.679 1.185 0.675
C -0.284 -3.013 0.285
C 0.984 2.104 -0.733
N -1.411 -0.869 -0.271
N 0.609 0.964 0.096
Cl 2.713 -0.451 -0.601
H -2.186 0.953 -0.912
H -0.743 2.246 0.625
H -0.756 0.954 1.745
H 0.316 -3.744 -0.247
H -1.102 -3.528 0.844
H 0.364 -2.562 1.052
H 1.109 2.983 0.156
H 1.928 1.996 -1.118
H 0.252 2.378 -1.389
```

Calculated values
LUMO: 0.734 eV
HOMO: -7.2 eV

Atomic partial charges in e from the Löwdin method, atoms 1 to 4: number 1, C, carries -0.1342; number 2, C, carries -0.1274; number 3, C, carries -0.4626; number 4, C, carries -0.2062

---

Short version: model B is the least stable of them.

---

Model A:
Entry from the Open Molecules 2025 dataset: one molecule with the formula C5H12N2 (the ωB97M-V functional and the def2-TZVPD basis).

Structure (XYZ):
```
19
Properties=species:S:1:pos:R:3
C 1.080 1.067 -1.665
C 1.045 1.495 -0.112
C 0.712 0.284 0.779
C -0.655 -0.333 0.592
N -1.774 0.532 0.779
C -0.695 -1.594 -0.109
N -1.548 -2.606 0.599
H 1.773 1.755 -2.206
H 1.526 0.066 -1.780
H 0.049 1.091 -2.151
H 1.926 2.021 0.256
H 0.233 2.164 0.055
H 0.683 0.760 1.757
H 1.402 -0.636 0.877
H -1.667 1.126 1.590
H -1.740 1.151 -0.045
H 0.125 -2.130 -0.658
H -1.126 -2.730 1.489
H -1.347 -3.485 -0.045
```

Calculated values
LUMO: 0.689 eV
HOMO: -7.7 eV
SMILES string: CCC/C(N)=C/N

Atomic partial charges in e from the Löwdin method, atoms 1 to 4: number 1, C, carries -0.0929; number 2, C, carries -0.2301; number 3, C, carries -0.2191; number 4, C, carries -0.3531

---

Model B:
Entry from the Open Molecules 2025 dataset: one molecule with the formula C5H12N2 (the ωB97M-V functional and the def2-TZVPD basis).

Structure (XYZ):
```
19
Properties=species:S:1:pos:R:3
C 1.673 2.040 -0.163
N 0.498 2.411 -0.392
C -0.510 1.455 -0.871
C -1.002 0.379 0.090
C -0.033 -0.825 0.264
C -0.514 -1.758 1.379
N 0.373 -1.558 -0.925
H 2.027 1.005 -0.186
H 2.481 2.724 0.105
H -0.108 1.032 -1.797
H -1.347 2.079 -1.193
H -1.964 -0.065 -0.158
H -1.100 0.876 1.061
H 0.910 -0.432 0.647
H 0.331 -2.423 1.574
H -1.348 -2.435 1.190
H -0.772 -1.123 2.223
H 0.530 -0.980 -1.735
H -0.127 -2.400 -1.113
```

Calculated values
LUMO: 1.008 eV
HOMO: -9.0 eV
SMILES string: C=NCC[C@@H](C)N

Atomic partial charges in e from the Löwdin method, atoms 1 to 4: number 1, C, carries -0.0703; number 2, N, carries -0.0207; number 3, C, carries -0.2449; number 4, C, carries -0.1552

---

Short version: model A is the least stable of them.